(1)
{"formula": "C5H11O2", "method": "ωB97M-V/def2-TZVPD", "elements": ["C", "C", "C", "O", "O", "H", "H", "H", "H", "H", "C", "C", "H", "H", "H", "H", "H", "H"], "xyz": [[0.782, 1.299, 1.040], [1.958, 1.791, 0.235], [-0.616, 1.800, 0.482], [-1.596, 1.319, 1.094], [-0.601, 2.665, -0.417], [0.669, 0.225, 1.028], [0.780, 1.727, 2.043], [2.155, 2.855, 0.357], [1.756, 1.716, -0.836], [2.860, 1.165, 0.283], [-1.345, -1.578, -0.193], [-0.716, -2.563, -1.193], [-1.145, -1.858, 0.852], [-0.828, -0.633, -0.183], [-2.427, -1.502, -0.240], [-0.529, -3.537, -0.734], [0.241, -2.221, -1.579], [-1.400, -2.669, -2.038]], "mulliken_charge": [-0.2865, -1.1046, 0.5235, -0.7278, -0.7460, 0.2349, 0.2778, 0.2658, 0.2866, 0.3600, -0.4996, -0.8458, 0.2806, -0.2086, 0.4007, 0.2373, 0.3068, 0.2450], "e_above_lowest_kcal_mol": 12.0, "total_charge": -1, "homo_ev": -3.88}

(2)
{"formula": "C17H24N2O7", "method": "ωB97M-V/def2-TZVPD", "elements": ["C", "C", "O", "C", "O", "C", "C", "C", "N", "C", "C", "C", "C", "O", "O", "C", "C", "C", "C", "O", "O", "C", "C", "O", "N", "C", "H", "H", "H", "H", "H", "H", "H", "H", "H", "H", "H", "H", "H", "H", "H", "H", "H", "H", "H", "H", "H", "H", "H", "H"], "xyz": [[-2.761, 3.313, 1.172], [-1.807, 3.527, 0.011], [-1.458, 2.246, -0.511], [-0.268, 2.112, -1.092], [0.485, 3.046, -1.290], [0.014, 0.703, -1.414], [0.959, 0.321, -2.301], [1.814, 1.233, -3.120], [1.181, -1.013, -2.545], [0.459, -2.028, -1.969], [0.800, -3.404, -2.428], [-0.495, -1.740, -1.055], [-1.255, -2.791, -0.379], [-1.146, -3.983, -0.571], [-2.111, -2.262, 0.514], [-2.853, -3.166, 1.326], [-2.089, -3.500, 2.600], [-0.767, -0.321, -0.607], [-0.319, -0.136, 0.843], [-0.943, 0.385, 1.722], [0.944, -0.583, 0.978], [1.604, -0.298, 2.203], [2.381, 1.028, 2.165], [2.846, 1.508, 3.176], [2.503, 1.561, 0.940], [3.122, 2.841, 0.691], [-2.972, 4.261, 1.656], [-3.691, 2.876, 0.818], [-2.311, 2.630, 1.888], [-0.892, 4.037, 0.333], [-2.269, 4.118, -0.789], [2.865, 1.060, -2.888], [1.661, 1.034, -4.180], [1.580, 2.271, -2.910], [1.869, -1.253, -3.243], [1.619, -3.388, -3.145], [-0.070, -3.874, -2.883], [1.071, -4.025, -1.578], [-3.786, -2.647, 1.555], [-3.058, -4.076, 0.752], [-1.171, -4.029, 2.354], [-2.699, -4.130, 3.240], [-1.840, -2.585, 3.131], [-1.839, -0.102, -0.641], [0.881, -0.244, 3.023], [2.304, -1.116, 2.388], [2.073, 1.097, 0.154], [2.451, 3.463, 0.098], [3.319, 3.309, 1.654], [4.064, 2.714, 0.154]], "mulliken_charge": [-1.0567, -0.3004, -0.2469, 0.1880, -0.6836, -1.3457, 1.6194, -2.0966, 0.0266, 0.8965, -1.3871, -0.6627, 0.0236, -0.6939, -0.2862, -0.3442, -1.0788, 1.5493, 0.1298, -0.6474, -0.3080, -0.3952, 0.6732, -0.6883, -0.0514, -1.0700, 0.4157, 0.2896, 0.1999, 0.3431, 0.2814, 0.4038, 0.4918, 0.4060, 0.3001, 0.3449, 0.3275, 0.2884, 0.3319, 0.3534, 0.2826, 0.4290, 0.2335, 0.7874, 0.3131, 0.3594, 0.0173, 0.3174, 0.4213, 0.2979], "e_above_lowest_kcal_mol": 0.0, "homo_ev": -8.39, "smiles": "CCOC(=O)C1=C(C)NC(C)=C(C(=O)OCC)C1C(=O)OCC(=O)NC"}

(3)
{"formula": "C30H30GeInN3O6", "method": "ωB97M-V/def2-TZVPD", "elements": ["In", "O", "C", "O", "C", "C", "C", "C", "C", "O", "C", "C", "O", "O", "H", "H", "H", "H", "H", "H", "H", "H", "C", "N", "C", "C", "C", "N", "C", "O", "N", "H", "H", "H", "H", "H", "H", "H", "C", "Ge", "C", "C", "C", "C", "C", "C", "C", "C", "C", "C", "C", "C", "C", "C", "C", "C", "H", "H", "H", "H", "H", "H", "H", "H", "H", "H", "H", "H", "H", "H", "H"], "xyz": [[2.294, 2.000, -1.929], [2.514, 4.220, -0.493], [1.296, 4.051, -0.369], [0.471, 3.801, -1.270], [0.759, 4.034, 1.096], [-0.615, 3.393, 1.189], [-1.140, 3.459, 2.629], [-0.341, 2.334, 3.331], [0.644, 1.922, 2.230], [-0.235, 1.964, 1.043], [1.547, 3.136, 2.032], [3.213, 2.748, 1.415], [3.921, 3.514, 1.998], [3.176, 1.788, 0.684], [0.762, 5.069, 1.437], [-1.284, 3.666, 0.379], [-2.211, 3.289, 2.690], [-0.937, 4.440, 3.054], [-0.982, 1.496, 3.593], [0.168, 2.661, 4.235], [1.113, 0.946, 2.288], [1.827, 3.576, 2.981], [3.184, -1.636, 1.053], [2.939, -1.867, -0.368], [3.596, -2.869, -1.002], [3.455, -3.087, -2.324], [2.588, -2.191, -3.020], [1.946, -1.209, -2.413], [2.088, -1.019, -1.084], [1.503, -0.105, -0.491], [2.394, -2.327, -4.339], [3.093, -2.573, 1.596], [2.443, -0.930, 1.409], [4.179, -1.215, 1.198], [4.243, -3.475, -0.380], [3.982, -3.884, -2.823], [2.867, -3.032, -4.871], [1.784, -1.678, -4.805], [-3.219, 1.358, 1.323], [-1.594, 0.530, 0.673], [-0.997, -0.970, 1.722], [-0.382, -2.042, 1.072], [-0.047, -3.188, 1.775], [-0.307, -3.272, 3.136], [-0.926, -2.219, 3.792], [-1.281, -1.080, 3.084], [-1.567, 0.318, -1.239], [-0.937, 1.233, -2.040], [-0.922, 1.081, -3.443], [-1.549, 0.019, -4.020], [-2.257, -0.923, -3.233], [-2.958, -1.995, -3.838], [-3.686, -2.869, -3.087], [-3.754, -2.705, -1.688], [-3.076, -1.689, -1.078], [-2.290, -0.773, -1.824], [-4.040, 0.775, 0.901], [-3.319, 2.375, 0.952], [-3.306, 1.343, 2.407], [-0.193, -1.988, 0.008], [0.405, -4.025, 1.259], [-0.044, -4.166, 3.683], [-1.150, -2.292, 4.847], [-1.806, -0.289, 3.605], [-0.444, 2.095, -1.608], [-0.412, 1.817, -4.050], [-1.542, -0.108, -5.095], [-2.918, -2.097, -4.915], [-4.227, -3.677, -3.560], [-4.350, -3.387, -1.098], [-3.151, -1.597, 0.000]], "mulliken_charge": [0.8434, -0.6960, -0.2592, -0.7170, 0.5290, -0.5135, -0.9785, -0.1916, 0.1020, -0.7527, -0.4005, 0.5003, -0.4878, -0.4257, 0.5932, 0.7817, 0.4299, 0.5596, -0.1931, 0.5966, -0.0487, 0.6967, -0.8601, 0.3129, -0.1882, -1.0627, 0.7867, -0.3903, -0.4631, 0.3890, -0.3935, 0.4817, 0.0151, 0.3640, 0.5004, 0.3656, 0.2185, 0.2135, -1.3035, 1.4617, 0.4953, 0.3308, -0.7583, -0.6988, -0.9121, -0.1572, 0.7627, -1.2388, -1.3960, -1.0366, 0.8810, -0.8824, -0.6992, -1.1145, -0.5928, 0.3749, 0.5070, 0.4168, 0.3880, 0.4532, 0.5221, 0.4157, 0.4638, 0.3465, 1.1228, 0.5500, 0.4636, 0.4315, 0.4150, 0.4431, 0.2872], "multiplicity": 2, "total_charge": 1, "homo_ev": [-10.80, -10.80]}

(4)
{"formula": "C22H21NO2", "method": "ωB97M-V/def2-TZVPD", "elements": ["C", "O", "C", "C", "C", "C", "C", "C", "C", "O", "N", "C", "C", "C", "C", "C", "C", "C", "C", "C", "C", "C", "C", "C", "C", "H", "H", "H", "H", "H", "H", "H", "H", "H", "H", "H", "H", "H", "H", "H", "H", "H", "H", "H", "H", "H"], "xyz": [[-3.217, -3.047, -1.478], [-3.148, -1.824, -1.511], [-2.955, -1.363, -0.007], [-4.031, -1.009, 0.938], [-3.703, -0.403, 1.928], [-2.431, -0.328, 2.415], [-1.296, -0.783, 1.678], [-1.643, -1.000, 0.421], [-0.539, -1.563, -0.545], [-0.220, -3.016, -0.814], [0.435, -0.586, -0.788], [1.566, -1.059, -1.407], [2.876, -1.057, -0.532], [2.853, -1.699, 0.489], [3.896, -1.828, 1.269], [5.059, -0.969, 1.137], [5.017, -0.352, -0.046], [3.916, -0.293, -0.874], [0.100, 0.680, -0.773], [-1.139, 1.187, -1.043], [-1.333, 2.392, -0.942], [-0.537, 3.349, -0.234], [-0.849, 4.964, -0.081], [0.787, 2.981, 0.120], [0.960, 1.582, 0.144], [-3.925, -3.484, -0.965], [-3.329, -3.089, -2.647], [-2.273, -3.579, -1.341], [-4.796, -0.996, 0.383], [-4.603, -0.058, 2.616], [-2.221, -0.137, 3.535], [-0.412, -0.723, 2.070], [1.575, -2.110, -1.756], [1.653, -0.253, -2.108], [1.872, -2.308, 0.844], [3.900, -2.377, 2.298], [5.875, -0.985, 2.051], [5.923, 0.401, -0.419], [3.999, 0.596, -1.726], [-1.707, 0.737, -1.743], [-2.278, 2.765, -1.401], [-1.061, 5.375, -0.931], [-1.769, 5.121, 0.191], [0.032, 5.400, 0.378], [1.257, 3.611, 0.866], [1.862, 1.134, 0.339]], "mulliken_charge": [-0.9502, -0.3020, 0.4461, -0.8574, -0.4681, -0.4290, -0.9009, 0.6109, 0.2348, -0.7301, 0.6003, -1.1749, 0.5017, 0.0744, -0.3076, -0.5580, -0.1282, -0.4025, 0.3296, -1.0032, -0.2583, 0.8271, -1.8216, -1.0848, -0.3820, 0.4952, 0.2141, 0.2387, 0.6350, 0.2184, 0.2728, 0.8919, 0.4953, 0.5523, 0.1234, 0.2322, 0.2408, 0.1461, 0.1315, 0.6875, 0.3059, 0.5390, 0.5531, 0.3228, 0.3279, 0.5099], "e_above_lowest_kcal_mol": 392.9, "homo_ev": -8.21, "smiles": "COc1ccccc1C(=O)N(Cc1ccccc1)c1ccc(C)cc1"}

(5)
{"formula": "C3H9FGa", "method": "ωB97M-V/def2-TZVPD", "elements": ["F", "C", "C", "C", "Ga", "H", "H", "H", "H", "H", "H", "H", "H", "H"], "xyz": [[-0.564, 2.660, -1.145], [-0.029, 1.551, -0.437], [-0.335, 0.259, -1.154], [0.307, -0.942, -0.451], [0.088, -1.087, 1.581], [-0.456, 1.565, 0.566], [1.050, 1.719, -0.357], [-0.007, 0.365, -2.198], [-1.424, 0.141, -1.177], [-0.116, -1.859, -0.875], [1.380, -0.970, -0.681], [0.912, 0.099, 2.319], [-1.482, -0.972, 1.965], [0.676, -2.528, 2.044]], "mulliken_charge": [-0.3423, -0.3649, -0.4109, -0.8886, 0.1503, 0.2198, 0.2559, 0.2672, 0.2562, 0.3238, 0.3171, -0.2337, -0.2315, -0.3184], "total_charge": -1, "homo_ev": -4.54}

(6)
{"formula": "C5H10Si", "method": "ωB97M-V/def2-TZVPD", "elements": ["C", "C", "C", "C", "C", "Si", "H", "H", "H", "H", "H", "H", "H", "H", "H", "H"], "xyz": [[1.864, -1.710, -1.776], [1.253, -1.143, -0.895], [-2.316, -0.652, -0.401], [0.798, -0.002, 2.121], [0.078, 1.623, -0.658], [0.228, -0.026, 0.263], [2.518, -2.226, -2.416], [-2.715, -0.203, 0.527], [-2.009, 0.029, -1.215], [-2.597, -1.713, -0.602], [0.884, 0.922, 2.588], [0.262, -0.593, 2.870], [1.804, -0.231, 2.160], [-0.817, 2.072, -0.337], [0.872, 2.240, -0.492], [-0.107, 1.611, -1.736]], "mulliken_charge": [0.5006, -0.9872, -0.9248, -1.2647, -1.2017, 0.3096, 0.4350, 0.2684, 0.2417, 0.2802, 0.4201, 0.3449, 0.4116, 0.3957, 0.4143, 0.3562], "e_above_lowest_kcal_mol": 73.4, "homo_ev": -7.90}

| no. | F_max (eV/Å) |
| --- | --- |
| 1 | 1.6 |
| 2 | 0.7 |
| 3 | 0.8 |
| 4 | 14.7 |
| 5 | 0.2 |
| 6 | 3.3 |